(1)
C2H12N2O3 | ωB97M-V/def2-TZVPD

Each line ends with the natural charge from an NBO analysis.
Geometry (Å):
C -2.04538 -0.68638 0.34916  -0.42
N -1.17616 -1.62716 -0.37943  -0.64
C -0.90445 -1.33929 -1.71653  0.28
N 0.31665 -1.19993 -2.02520  -0.71
H -2.92986 -1.26599 0.77010  0.19
H -1.43953 -0.15878 1.08683  0.21
H -2.36183 0.12836 -0.30825  0.20
H -0.42688 -1.90080 0.26843  0.38
H -1.80544 -1.36810 -2.30719  0.15
H 0.66301 -1.18201 -2.97503  0.35
H 3.21702 -0.16201 0.32236  0.47
H 3.50430 1.29764 0.48638  0.46
O 3.90510 0.48785 0.11963  -0.93
H -0.72922 0.36893 4.06548  0.47
H -0.22312 0.11064 2.68758  0.46
O -0.78954 0.72494 3.17102  -0.92
H 0.94169 2.93857 -0.21234  0.47
H -0.18466 2.85737 -1.29889  0.47
O 0.08424 2.56502 -0.42366  -0.94

## Properties
* energy: -418.5766 Ha
* gap between HOMO and LUMO: 9.303 eV
* ΔE to the lowest compared entry with this formula, charge and spin: 39.2 kcal per mole
* total charge: 0
* LUMO: 0.36 eV
* SMILES string: [H]/N=C/NC.O.O.O

---

(2)
C28H43Cl28N2O2PS | ωB97M-V/def2-TZVPD

Each line ends with the Mulliken charge.
Geometry (Å):
C 1.10798 1.79953 1.73722  -0.91
C 2.15665 2.27068 0.77477  0.59
C 2.68577 3.66077 1.05118  -0.88
N 2.62717 1.56267 -0.18663  -0.32
C 2.16589 1.62225 -1.50241  -0.31
C 2.74982 2.51880 -2.42203  0.12
C 3.92204 3.45138 -2.14289  -0.71
N 4.94882 2.97817 -1.22997  -0.37
C 2.23748 2.52580 -3.73218  1.02
P 2.90134 3.58992 -5.05276  0.39
S 4.52921 2.85965 -5.84025  -0.43
C 1.21202 1.70093 -4.12605  -0.99
C 0.62989 0.83852 -3.22661  -0.06
C 1.11735 0.77930 -1.91542  0.74
C 0.48019 -0.23417 -1.00605  0.43
O 0.96525 -0.62984 0.03332  -0.55
C -0.81859 -0.83490 -1.42779  -0.76
C -1.26952 -0.73001 -2.67434  -0.45
C -0.49761 -0.00827 -3.69916  0.13
O -0.78716 -0.10942 -4.87548  -0.62
H 1.56698 1.15693 2.49279  -0.06
H 0.30146 1.25290 1.25949  0.24
H 0.66839 2.63490 2.28130  0.52
H 2.47168 4.33073 0.21999  0.27
H 3.75859 3.56377 1.21088  0.07
H 2.28004 4.06072 1.97436  0.39
H 3.54074 4.41247 -1.79699  0.20
H 4.42354 3.65048 -3.09184  0.28
H 4.89895 1.98885 -1.05419  0.28
H 5.00420 3.50806 -0.38027  0.07
H 1.84887 3.68546 -5.97345  0.10
H 3.15754 4.84406 -4.49116  0.06
H 0.84960 1.69141 -5.14571  0.54
H -1.35996 -1.38369 -0.67005  0.46
H -2.20970 -1.18322 -2.95780  0.46
C -2.69143 -4.23054 -4.67498  -0.25
Cl -1.31835 -5.01785 -3.89927  -0.15
Cl -3.66725 -3.31282 -3.51283  -0.17
H -2.32315 -3.54129 -5.42557  0.25
H -3.32184 -4.98683 -5.12605  0.32
C 3.73219 0.78261 5.30984  -0.34
Cl 4.53548 2.07461 4.40663  -0.13
Cl 1.99327 0.75176 4.99823  -0.12
H 4.15342 -0.16747 5.00486  0.29
H 3.88923 0.94738 6.36874  0.32
C -7.65343 -3.95299 -2.99020  0.00
Cl -8.04144 -5.01293 -4.34981  -0.16
Cl -8.48838 -4.46070 -1.51603  -0.16
H -6.58547 -3.98725 -2.81247  0.05
H -7.96275 -2.94355 -3.23355  0.26
C -0.18693 5.75078 -2.16287  -0.24
Cl 1.05790 4.56273 -2.63552  0.07
Cl -1.75676 4.96844 -1.96579  -0.19
H 0.09877 6.20356 -1.22014  0.24
H -0.27082 6.50817 -2.93344  0.20
C -9.56592 -7.93146 -1.82518  -0.05
Cl -9.94145 -8.98280 -3.20054  -0.18
Cl -10.40277 -8.44450 -0.35669  -0.16
H -8.49783 -7.96331 -1.64560  0.25
H -9.87677 -6.92399 -2.06879  0.14
C -0.54946 -1.49475 7.33869  -0.27
Cl -1.04574 -0.01122 8.15435  -0.15
Cl 1.14989 -1.88251 7.64781  -0.16
H -1.15873 -2.31345 7.70138  0.31
H -0.67926 -1.36566 6.27097  0.26
C 3.77427 6.96466 2.96010  -0.42
Cl 2.08574 6.71786 2.49349  -0.14
Cl 4.90353 6.36963 1.74039  -0.02
H 3.93490 8.02623 3.10477  0.32
H 3.96081 6.42317 3.87972  0.29
C 6.14858 8.32030 -1.49971  -0.24
Cl 4.72016 7.48213 -2.12695  -0.10
Cl 5.79251 9.20563 -0.01048  -0.15
H 6.91289 7.58121 -1.28779  0.14
H 6.49304 9.02421 -2.24682  0.35
C 2.25898 -5.34936 8.76406  0.07
Cl 3.47660 -6.28994 7.88919  -0.16
Cl 0.80894 -6.29755 9.10721  -0.16
H 2.68796 -5.01961 9.70233  0.27
H 1.97829 -4.50065 8.15372  -0.04
C -11.71066 -2.36224 -0.28034  -0.09
Cl -10.63039 -1.16276 -1.00134  -0.15
Cl -13.30286 -2.36692 -1.04439  -0.15
H -11.26417 -3.34164 -0.40468  0.12
H -11.83117 -2.12798 0.77011  0.28
C 8.67536 3.57054 -1.20974  -0.34
Cl 9.98556 4.48587 -1.96522  -0.17
Cl 7.62831 4.60142 -0.23156  -0.08
H 8.06902 3.11836 -1.98641  0.23
H 9.10681 2.81222 -0.56831  0.33
C -7.07470 -11.44656 -2.64656  0.10
Cl -5.45421 -11.22369 -3.31986  -0.16
Cl -7.05141 -11.54582 -0.88127  -0.15
H -7.68493 -10.59867 -2.92831  -0.07
H -7.48916 -12.36640 -3.04009  0.28
C 6.29464 -8.98145 8.32588  0.20
Cl 7.66400 -8.62115 7.26730  -0.15
Cl 6.80075 -9.21470 10.00316  -0.15
H 5.60066 -8.15138 8.28781  -0.14
H 5.81806 -9.88980 7.97838  0.27
C -4.21334 6.79703 -3.99366  -0.08
Cl -2.68879 7.68055 -4.14256  -0.14
Cl -5.52313 7.83024 -3.41481  -0.16
H -4.48122 6.41037 -4.96919  0.28
H -4.06930 5.98890 -3.28757  0.11

## Properties
* energy: -14977.4734 Ha
* gap between HOMO and LUMO: 6.538 eV
* ΔE to the lowest compared entry with this formula, charge and spin: 0.0 kcal per mole
* total charge: 0
* LUMO: -1.22 eV

---

(3)
C10H8O5S5W | ωB97M-V/def2-TZVPD

Each line ends with the natural charge from an NBO analysis.
Geometry (Å):
W 0.13337 0.67580 -0.59078  1.11
C -1.64040 -1.27587 2.49387  -0.64
C -0.90814 -0.07023 2.00083  0.07
C 0.42609 -0.22159 1.47328  -0.40
C 1.27768 0.96467 1.30980  -0.34
C 0.63185 2.23669 1.38397  -0.12
C -0.73473 2.31946 1.61099  -0.18
C -1.47580 1.18882 2.03116  -0.18
H -2.03499 -1.83708 1.64700  0.25
H -2.47241 -0.99003 3.13036  0.23
H -0.97471 -1.93356 3.04874  0.23
H 0.93528 -1.17725 1.65939  0.27
H 2.35957 0.88370 1.45006  0.27
H 1.22472 3.14161 1.27818  0.25
H -1.22078 3.28353 1.58707  0.26
H -2.48402 1.32705 2.38857  0.24
O -1.71102 3.75185 -1.03718  -0.93
S -1.14257 2.61602 -1.67818  2.54
O -1.24688 2.43678 -3.08528  -0.92
O -1.65614 1.32034 -0.99420  -0.91
O 0.35116 2.47918 -1.29408  -0.89
O 2.51987 -4.99601 -3.92350  -0.54
C 2.13291 -4.05904 -3.30189  0.21
S 3.15957 -2.67705 -2.84756  0.35
C 1.90596 -1.73164 -2.07573  -0.42
C 0.66507 -2.27824 -2.02073  -0.40
S -0.71109 -1.38835 -1.40909  0.10
S 0.46751 -3.88176 -2.69269  0.35
S 2.22306 -0.10780 -1.54238  0.12

## Properties
* energy: -2820.1102 Ha
* gap between HOMO and LUMO (spin up / spin down): 6.254 / 6.186 eV
* ΔE to the lowest compared entry with this formula, charge and spin: 49.0 kcal per mole
* total charge: 0
* LUMO (spin up / spin down): -1.97 / -2.07 eV

---

(4)
C5H10N | ωB97M-V/def2-TZVPD

Each line ends with the natural charge from an NBO analysis.
Geometry (Å):
C 1.15338 -0.88436 1.68824  -0.59
C 0.30493 0.27732 1.15473  -0.45
C 0.26311 0.27728 -0.35124  0.12
C 1.31813 0.52377 -1.11632  -0.31
C -2.12860 0.01634 -0.58695  0.11
N -0.95346 -0.02154 -1.06264  -0.39
H 2.15834 -0.81336 1.29201  0.22
H 1.16762 -0.85165 2.77382  0.24
H 0.72100 -1.84587 1.42402  0.21
H -0.68620 0.24792 1.59872  0.21
H 0.75405 1.22544 1.43437  0.25
H 2.30376 0.69173 -0.70253  0.24
H 1.31472 0.58331 -2.19852  0.22
H -2.95702 -0.24245 -1.23163  0.24
H -2.29535 0.29826 0.43908  0.23
H -0.85596 -0.29442 -2.04083  0.45

## Properties
* energy: -250.9725 Ha
* gap between HOMO and LUMO: 9.271 eV
* ΔE to the lowest compared entry with this formula, charge and spin: 20.6 kcal per mole
* total charge: +1
* LUMO: -5.34 eV
* SMILES string: C=[NH+]C(=C)CC

---

(5)
C2HO2S2 | ωB97M-V/def2-TZVPD

Each line ends with the natural charge from an NBO analysis.
Geometry (Å):
C 0.24396 2.38075 -1.71845  0.72
C 0.49910 1.47586 -0.42194  -0.31
O -0.74505 3.12043 -1.67218  -0.72
O 0.97010 1.92506 -2.61094  -0.70
S 1.72262 1.30254 0.60938  -0.10
S -0.82112 0.23426 -0.43846  0.03
H -0.24015 -0.39406 0.44467  0.08

## Properties
* energy: -1023.7146 Ha
* gap between HOMO and LUMO: 7.442 eV
* ΔE to the lowest compared entry with this formula, charge and spin: 6.7 kcal per mole
* total charge: -1
* LUMO: 3.26 eV
* SMILES string: O=C([O-])C(=S)S

---

Which value of ΔE to the lowest compared entry with this formula, charge and spin does entry 3 give? 49.0 kcal per mole

---

Which of these has the lowest ΔE to the lowest compared entry with this formula, charge and spin? C28H43Cl28N2O2PS

---

Look up the energy of the second one. -14977.4734 Ha

---

What did the third record say?
C10H8O5S5W | ωB97M-V/def2-TZVPD

Each line ends with the natural charge from an NBO analysis.
Geometry (Å):
W 0.13337 0.67580 -0.59078  1.11
C -1.64040 -1.27587 2.49387  -0.64
C -0.90814 -0.07023 2.00083  0.07
C 0.42609 -0.22159 1.47328  -0.40
C 1.27768 0.96467 1.30980  -0.34
C 0.63185 2.23669 1.38397  -0.12
C -0.73473 2.31946 1.61099  -0.18
C -1.47580 1.18882 2.03116  -0.18
H -2.03499 -1.83708 1.64700  0.25
H -2.47241 -0.99003 3.13036  0.23
H -0.97471 -1.93356 3.04874  0.23
H 0.93528 -1.17725 1.65939  0.27
H 2.35957 0.88370 1.45006  0.27
H 1.22472 3.14161 1.27818  0.25
H -1.22078 3.28353 1.58707  0.26
H -2.48402 1.32705 2.38857  0.24
O -1.71102 3.75185 -1.03718  -0.93
S -1.14257 2.61602 -1.67818  2.54
O -1.24688 2.43678 -3.08528  -0.92
O -1.65614 1.32034 -0.99420  -0.91
O 0.35116 2.47918 -1.29408  -0.89
O 2.51987 -4.99601 -3.92350  -0.54
C 2.13291 -4.05904 -3.30189  0.21
S 3.15957 -2.67705 -2.84756  0.35
C 1.90596 -1.73164 -2.07573  -0.42
C 0.66507 -2.27824 -2.02073  -0.40
S -0.71109 -1.38835 -1.40909  0.10
S 0.46751 -3.88176 -2.69269  0.35
S 2.22306 -0.10780 -1.54238  0.12

## Properties
* energy: -2820.1102 Ha
* gap between HOMO and LUMO (spin up / spin down): 6.254 / 6.186 eV
* ΔE to the lowest compared entry with this formula, charge and spin: 49.0 kcal per mole
* total charge: 0
* LUMO (spin up / spin down): -1.97 / -2.07 eV